[1]
DFT (wB97M-V/def2-TZVPD) results for a single C3H7FN2S molecule at a distorted geometry.

The SMILES is C/N=C(/CF)NS. The lowest unoccupied orbital energy is 0.317 eV. Its spin multiplicity is 1. The HOMO energy is -8.8328 eV. The total charge is 0. The orbital gap comes out at 9.15 eV. The value obtained for the maximum force is 7.74 eV Å⁻¹.

Positions of all 14 atoms, in Å:
C (-2.046, -1.156, -0.131)
C (-0.140, 0.399, -0.104)
C (0.534, 1.783, 0.113)
H (-1.955, -1.645, -1.094)
H (-3.044, -1.229, -0.062)
H (-1.332, -1.646, 0.708)
H (1.069, 1.663, 1.245)
H (1.517, 1.854, -0.496)
H (0.694, -1.588, -0.186)
H (3.057, -0.523, 0.973)
N (-1.341, 0.120, -0.328)
N (0.923, -0.576, 0.041)
F (-0.532, 2.662, -0.306)
S (2.596, -0.116, -0.374)


[2]
DFT (wB97M-V/def2-TZVPD) results for 5 unconnected molecules or ions with the total composition C31H62ClN2O14P2 at a distorted geometry.

The lowest unoccupied orbital energy is 2.031 eV. Its spin multiplicity is 1. The HOMO energy is -4.2929 eV. The total charge is -1. The orbital gap comes out at 6.32 eV. The value obtained for the maximum force is 6.07 eV Å⁻¹.

Positions of all 112 atoms, in Å:
C (3.006, 1.481, 6.616)
C (3.073, 0.775, 5.338)
C (2.195, 1.361, 4.143)
P (1.000, 0.070, 3.294)
C (0.445, 1.476, 2.142)
C (-0.974, 2.161, 2.333)
C (-2.257, 1.223, 1.945)
C (-3.590, 1.659, 2.768)
C (-4.707, 2.379, 1.845)
C (-6.033, 1.484, 1.633)
C (-6.759, 1.031, 2.997)
C (-6.713, -0.600, 3.026)
C (2.334, -0.348, 1.934)
C (3.346, -1.513, 2.329)
C (4.786, -1.354, 3.004)
N (2.985, -2.768, 2.026)
O (1.691, -1.173, 4.323)
C (0.910, -2.326, 4.443)
N (0.115, -3.235, 4.300)
P (-0.484, 0.468, 4.863)
O (0.138, 0.062, 6.445)
Cl (-2.194, -0.837, 4.719)
H (2.681, 0.836, 7.509)
H (3.312, 2.574, 6.749)
H (3.807, -0.093, 5.303)
H (2.915, 1.852, 3.402)
H (1.489, 2.162, 4.596)
H (0.078, -0.901, 2.700)
H (0.458, 1.038, 1.064)
H (1.227, 2.333, 2.098)
H (-1.020, 2.991, 1.512)
H (-1.140, 2.758, 3.302)
H (-2.523, 1.419, 0.831)
H (-2.026, 0.106, 2.008)
H (-4.055, 0.726, 3.240)
H (-3.371, 2.386, 3.630)
H (-4.996, 3.416, 2.280)
H (-4.313, 2.616, 0.778)
H (-6.815, 2.086, 1.024)
H (-5.793, 0.560, 0.989)
H (-7.838, 1.422, 3.110)
H (-6.131, 1.385, 3.885)
H (-7.450, -1.080, 2.294)
H (-5.658, -0.938, 2.682)
H (-6.847, -1.023, 4.083)
H (2.955, 0.566, 1.629)
H (1.795, -0.694, 0.964)
H (5.168, -0.282, 3.086)
H (5.536, -1.907, 2.312)
H (4.828, -1.935, 4.006)
H (2.055, -2.710, 1.567)
H (-0.335, 0.620, 7.102)
C (4.359, -4.220, -0.710)
C (3.841, -5.436, -1.455)
O (3.154, -5.052, -2.654)
C (3.939, -4.715, -3.690)
O (5.147, -4.716, -3.699)
O (3.144, -4.348, -4.713)
C (3.855, -3.872, -5.852)
H (3.551, -3.508, -0.527)
H (4.798, -4.511, 0.246)
H (5.120, -3.694, -1.292)
H (3.113, -5.959, -0.830)
H (4.643, -6.145, -1.679)
H (4.613, -4.588, -6.177)
H (4.310, -2.904, -5.629)
H (3.137, -3.738, -6.663)
C (11.247, 1.198, -0.436)
C (10.235, 1.452, 0.666)
O (8.897, 1.271, 0.187)
C (8.493, -0.006, 0.066)
O (9.146, -0.987, 0.330)
O (7.242, -0.001, -0.425)
C (6.722, -1.303, -0.694)
H (11.022, 1.811, -1.313)
H (12.258, 1.426, -0.092)
H (11.223, 0.155, -0.763)
H (10.312, 2.490, 0.995)
H (10.421, 0.821, 1.539)
H (6.800, -1.951, 0.181)
H (7.243, -1.742, -1.547)
H (5.667, -1.197, -0.950)
C (-9.187, 5.876, -3.264)
C (-7.965, 5.773, -2.370)
O (-7.763, 4.425, -1.928)
C (-7.211, 3.596, -2.831)
O (-6.873, 3.889, -3.954)
O (-7.126, 2.375, -2.277)
C (-6.642, 1.369, -3.165)
H (-10.065, 5.455, -2.765)
H (-9.390, 6.917, -3.522)
H (-9.048, 5.313, -4.190)
H (-8.121, 6.376, -1.473)
H (-7.069, 6.156, -2.865)
H (-5.694, 1.663, -3.621)
H (-7.391, 1.161, -3.932)
H (-6.477, 0.460, -2.586)
C (-3.599, -1.325, -7.131)
C (-4.046, -0.490, -5.945)
O (-3.883, -1.210, -4.718)
C (-2.626, -1.267, -4.242)
O (-1.650, -0.767, -4.749)
O (-2.639, -2.002, -3.117)
C (-1.346, -2.224, -2.555)
H (-4.109, -2.292, -7.133)
H (-3.811, -0.809, -8.069)
H (-2.527, -1.531, -7.087)
H (-5.112, -0.269, -6.040)
H (-3.521, 0.469, -5.905)
H (-0.809, -1.284, -2.407)
H (-0.773, -2.898, -3.196)
H (-1.480, -2.700, -1.583)


[3]
DFT (wB97M-V/def2-TZVPD) results for a single C3H6O4 molecule at a distorted geometry.

The SMILES is O/C=C/C(O)(O)O. The lowest unoccupied orbital energy is 0.466 eV. Its spin multiplicity is 1. The HOMO energy is -8.9233 eV. The total charge is 0. The orbital gap comes out at 9.39 eV. The value obtained for the maximum force is 5.85 eV Å⁻¹.

Positions of all 13 atoms, in Å:
C (-0.147, 0.195, 0.929)
C (-1.093, 0.957, 0.348)
C (0.550, -0.809, -0.379)
O (-1.860, 1.825, 1.089)
O (1.487, -1.761, 0.003)
O (-0.569, -1.483, -1.009)
O (1.154, 0.043, -1.166)
H (0.080, 0.096, 2.003)
H (-1.216, 0.850, -0.714)
H (-2.666, 2.159, 0.532)
H (2.351, -1.290, -0.332)
H (-0.954, -1.933, -0.344)
H (0.541, 0.433, -1.780)


[4]
DFT (wB97M-V/def2-TZVPD) results for 2 unconnected molecules or ions with the total composition C62H60N5O at a distorted geometry.

The lowest unoccupied orbital energy is -4.544 eV. Its spin multiplicity is 1. The HOMO energy is -7.1338 eV. The total charge is +1. The orbital gap comes out at 2.59 eV. The value obtained for the maximum force is 3.11 eV Å⁻¹.

Positions of all 128 atoms, in Å:
C (8.245, 2.746, 0.039)
C (7.078, 1.872, 0.388)
C (6.214, 1.444, -0.615)
C (5.079, 0.678, -0.329)
C (4.171, 0.259, -1.449)
C (4.825, 0.362, 1.010)
N (3.602, -0.302, 1.340)
C (3.314, -1.634, 1.025)
C (4.123, -2.502, 0.175)
C (3.418, -3.408, -0.650)
C (4.096, -4.158, -1.607)
C (5.497, -4.090, -1.682)
C (6.215, -3.330, -0.750)
C (5.537, -2.523, 0.166)
N (2.210, -2.015, 1.602)
N (1.736, -0.922, 2.306)
C (0.672, -1.173, 3.236)
C (0.883, -2.170, 4.210)
C (2.092, -3.053, 4.252)
C (-0.067, -2.300, 5.226)
C (-1.199, -1.486, 5.267)
C (-2.177, -1.618, 6.396)
C (-1.435, -0.585, 4.226)
C (-0.545, -0.461, 3.155)
C (-0.919, 0.425, 2.007)
C (2.578, 0.124, 2.162)
C (2.323, 1.443, 2.731)
O (1.270, 1.650, 3.376)
C (3.277, 2.573, 2.434)
C (3.897, 3.277, 3.563)
C (3.226, 3.066, 1.117)
C (2.255, 2.574, 0.196)
C (2.210, 3.028, -1.116)
C (3.187, 3.911, -1.585)
C (4.125, 4.448, -0.690)
C (4.116, 4.084, 0.646)
C (5.741, 0.668, 2.020)
C (5.522, 0.196, 3.421)
C (6.841, 1.474, 1.705)
H (8.828, 2.993, 0.933)
H (8.910, 2.255, -0.687)
H (7.901, 3.683, -0.421)
H (6.405, 1.733, -1.652)
H (3.126, 0.195, -1.122)
H (4.221, 1.004, -2.255)
H (4.466, -0.718, -1.865)
H (2.332, -3.472, -0.540)
H (3.534, -4.797, -2.295)
H (6.028, -4.641, -2.460)
H (7.309, -3.358, -0.747)
H (6.093, -1.913, 0.877)
H (1.912, -3.861, 4.973)
H (2.299, -3.507, 3.278)
H (2.987, -2.511, 4.597)
H (0.104, -3.037, 6.013)
H (-2.757, -0.698, 6.512)
H (-2.876, -2.441, 6.200)
H (-1.669, -1.828, 7.344)
H (-2.327, 0.047, 4.249)
H (-2.012, 0.496, 1.910)
H (-0.535, 1.441, 2.171)
H (-0.539, 0.058, 1.043)
H (3.691, 4.356, 3.536)
H (3.475, 2.878, 4.496)
H (4.995, 3.163, 3.592)
H (1.497, 1.872, 0.559)
H (1.402, 2.684, -1.766)
H (3.205, 4.197, -2.639)
H (4.862, 5.172, -1.043)
H (4.806, 4.533, 1.369)
H (6.450, 0.342, 3.991)
H (4.731, 0.778, 3.917)
H (5.260, -0.873, 3.460)
H (7.521, 1.793, 2.504)
C (-8.571, 3.079, -2.148)
N (-7.874, 2.882, -0.872)
C (-8.696, 2.488, 0.209)
C (-9.762, 1.597, -0.028)
C (-10.474, 1.058, 1.039)
C (-10.175, 1.438, 2.353)
C (-9.223, 2.439, 2.580)
C (-8.514, 2.995, 1.512)
C (-6.493, 2.693, -0.883)
C (-5.714, 2.594, 0.299)
C (-4.367, 2.277, 0.268)
C (-3.719, 1.908, -0.945)
C (-2.394, 1.396, -1.021)
C (-2.054, 0.483, -2.081)
C (-0.963, 0.670, -2.978)
C (-0.780, -0.172, -4.066)
C (-1.532, -1.371, -4.196)
N (-1.182, -2.374, -5.088)
C (-0.502, -2.071, -6.353)
C (-1.291, -3.764, -4.752)
C (-2.379, -4.543, -5.184)
C (-2.428, -5.905, -4.880)
C (-1.380, -6.517, -4.181)
C (-0.283, -5.751, -3.770)
C (-0.229, -4.389, -4.068)
C (-2.611, -1.573, -3.305)
C (-2.886, -0.656, -2.312)
C (-4.507, 2.061, -2.141)
C (-5.817, 2.495, -2.116)
H (-8.081, 3.872, -2.726)
H (-8.615, 2.153, -2.744)
H (-9.600, 3.387, -1.929)
H (-9.990, 1.296, -1.054)
H (-11.260, 0.332, 0.836)
H (-10.700, 0.980, 3.192)
H (-9.018, 2.788, 3.589)
H (-7.806, 3.810, 1.668)
H (-6.187, 2.764, 1.260)
H (-3.786, 2.252, 1.187)
H (-1.630, 1.721, -0.313)
H (-0.306, 1.530, -2.816)
H (0.004, 0.045, -4.792)
H (0.076, -2.953, -6.654)
H (-1.244, -1.862, -7.145)
H (0.165, -1.211, -6.247)
H (-3.185, -4.061, -5.742)
H (-3.287, -6.497, -5.199)
H (-1.404, -7.592, -3.975)
H (0.543, -6.211, -3.225)
H (0.627, -3.779, -3.775)
H (-3.234, -2.458, -3.419)
H (-3.746, -0.809, -1.663)
H (-4.050, 1.834, -3.106)
H (-6.360, 2.609, -3.053)


[5]
DFT (wB97M-V/def2-TZVPD) results for 6 unconnected molecules or ions with the total composition C10H17BBrN5.

The SMILES is CC#N.CC#N.CC#N.CC#N.CC#N.BBr. The lowest unoccupied orbital energy is -0.147 eV. Its spin multiplicity is 1. The HOMO energy is -10.8013 eV. The total charge is 0. The orbital gap comes out at 10.65 eV. The value obtained for the maximum force is 0.36 eV Å⁻¹.

Positions of all 34 atoms, in Å:
B (-1.721, -1.320, 1.944)
Br (-1.554, 0.244, 2.998)
H (-2.741, -1.486, 1.378)
H (-0.782, -2.036, 1.905)
C (2.017, -0.115, 1.425)
C (1.355, -0.748, 0.291)
N (0.821, -1.238, -0.601)
H (1.987, -0.778, 2.288)
H (3.053, 0.108, 1.178)
H (1.497, 0.809, 1.674)
C (-5.257, -0.782, 4.432)
C (-5.318, -1.635, 3.252)
N (-5.362, -2.297, 2.314)
H (-6.118, -0.961, 5.074)
H (-4.346, -0.992, 4.991)
H (-5.255, 0.266, 4.143)
C (2.695, -0.317, -3.318)
C (4.107, -0.026, -3.102)
N (5.215, 0.219, -2.922)
H (2.330, -0.999, -2.553)
H (2.119, 0.605, -3.262)
H (2.548, -0.770, -4.298)
C (-5.220, 3.674, 2.589)
C (-5.592, 3.087, 3.871)
N (-5.886, 2.619, 4.879)
H (-5.175, 4.758, 2.680)
H (-4.245, 3.297, 2.282)
H (-5.959, 3.408, 1.835)
C (6.791, -0.839, -5.814)
C (6.812, -1.612, -7.050)
N (6.827, -2.221, -8.023)
H (5.918, -1.096, -5.219)
H (7.681, -1.050, -5.224)
H (6.760, 0.226, -6.037)


[6]
DFT (wB97M-V/def2-TZVPD) results for a single C6H5FS molecule at a distorted geometry.

The SMILES is F/C=C1\C=CCC1=S. The lowest unoccupied orbital energy is -0.595 eV. Its spin multiplicity is 1. The HOMO energy is -8.6098 eV. The total charge is 0. The orbital gap comes out at 8.01 eV. The value obtained for the maximum force is 2.16 eV Å⁻¹.

Positions of all 13 atoms, in Å:
C (1.454, -0.978, 0.084)
C (0.643, 0.082, 0.104)
C (0.956, 1.479, -0.018)
C (-0.207, 2.177, 0.001)
C (-1.431, 1.331, -0.003)
C (-0.808, -0.097, 0.119)
H (1.103, -2.064, 0.125)
H (1.936, 1.865, -0.123)
H (-0.274, 3.216, -0.221)
H (-1.995, 1.573, 0.876)
H (-2.090, 1.474, -0.845)
F (2.746, -0.792, -0.076)
S (-1.690, -1.432, -0.053)


[7]
DFT (wB97M-V/def2-TZVPD) results for a molecular structure, C55H54FN10O3RbS3.

The lowest unoccupied orbital energy is 3.489 eV. Its spin multiplicity is 1. The HOMO energy is -1.2291 eV. The total charge is -2. The orbital gap comes out at 4.72 eV. The value obtained for the maximum force is 0.62 eV Å⁻¹.

Positions of all 127 atoms, in Å:
Rb (0.307, -0.048, 0.355)
C (-3.012, -2.153, 0.667)
C (-2.814, -1.692, -0.753)
N (-2.991, -0.452, -1.014)
N (-2.889, -0.203, -2.384)
C (-2.548, 0.964, -2.770)
S (-2.111, 2.406, -1.934)
S (-2.438, 1.163, -4.560)
C (-2.641, -0.545, -5.156)
C (-4.024, -0.855, -5.658)
C (-5.129, -0.725, -4.817)
C (-6.401, -1.030, -5.272)
C (-6.599, -1.469, -6.580)
C (-5.507, -1.599, -7.424)
C (-4.230, -1.293, -6.962)
C (-2.443, -2.715, -1.776)
C (-3.423, -3.429, -2.444)
C (-3.115, -4.342, -3.454)
C (-1.770, -4.513, -3.783)
C (-0.772, -3.826, -3.114)
C (-1.048, -2.907, -2.055)
O (-0.131, -2.308, -1.400)
H (-4.063, -2.426, 0.814)
H (-2.746, -1.373, 1.381)
H (-2.404, -3.040, 0.857)
H (-2.393, -1.181, -4.302)
H (-1.905, -0.692, -5.946)
H (-4.961, -0.392, -3.797)
H (-7.248, -0.933, -4.601)
H (-7.596, -1.707, -6.934)
H (-5.646, -1.943, -8.443)
H (-3.377, -1.405, -7.623)
H (-4.465, -3.246, -2.192)
H (-3.899, -4.870, -3.981)
H (-1.500, -5.197, -4.583)
H (0.272, -3.963, -3.381)
N (0.703, 2.813, -3.283)
C (1.854, 2.143, -3.382)
N (2.767, 2.626, -4.250)
C (3.867, 1.895, -4.334)
N (4.837, 2.327, -5.208)
N (4.122, 0.763, -3.677)
C (3.154, 0.400, -2.830)
N (2.025, 1.049, -2.612)
C (3.371, -0.907, -2.123)
C (4.140, -1.880, -2.751)
C (4.238, -3.126, -2.158)
C (3.586, -3.344, -0.959)
C (2.882, -2.296, -0.383)
N (2.775, -1.099, -0.951)
H (0.531, 3.524, -3.971)
H (-0.112, 2.432, -2.805)
H (4.762, 3.292, -5.478)
H (5.758, 1.965, -5.033)
H (4.623, -1.649, -3.689)
H (4.808, -3.917, -2.630)
H (3.616, -4.310, -0.471)
H (2.389, -2.417, 0.576)
N (0.441, -2.550, 2.306)
C (0.126, -3.597, 2.650)
C (-0.307, -4.919, 3.039)
C (0.527, -6.012, 2.840)
C (0.095, -7.279, 3.200)
C (-1.164, -7.455, 3.755)
C (-1.994, -6.362, 3.952)
C (-1.569, -5.091, 3.594)
H (1.504, -5.859, 2.402)
H (0.741, -8.133, 3.041)
H (-1.502, -8.447, 4.028)
H (-2.979, -6.498, 4.380)
H (-2.207, -4.228, 3.732)
O (0.054, 2.745, 1.136)
S (0.154, 3.750, 0.041)
C (-1.290, 4.859, 0.206)
C (-1.551, 5.460, 1.558)
C (-1.820, 6.821, 1.666)
C (-2.099, 7.403, 2.897)
C (-2.097, 6.626, 4.047)
C (-1.823, 5.267, 3.951)
C (-1.565, 4.682, 2.720)
C (1.480, 4.948, 0.519)
C (1.686, 5.148, 1.989)
C (2.112, 4.088, 2.787)
C (2.297, 4.281, 4.150)
C (2.060, 5.523, 4.727)
C (1.641, 6.585, 3.933)
C (1.457, 6.394, 2.572)
H (-2.108, 4.205, -0.105)
H (-1.159, 5.623, -0.564)
H (-1.809, 7.435, 0.770)
H (-2.309, 8.465, 2.957)
H (-2.301, 7.078, 5.011)
H (-1.795, 4.653, 4.844)
H (-1.325, 3.628, 2.656)
H (1.245, 5.883, 0.004)
H (2.362, 4.502, 0.056)
H (2.290, 3.101, 2.356)
H (2.624, 3.443, 4.753)
H (2.201, 5.665, 5.793)
H (1.448, 7.557, 4.372)
H (1.125, 7.222, 1.955)
C (-4.541, 2.310, 3.995)
N (-3.357, 1.472, 3.957)
C (-2.860, 0.876, 5.185)
C (-2.731, 1.136, 2.783)
C (-3.261, 1.759, 1.523)
O (-1.783, 0.364, 2.792)
H (-5.013, 2.205, 4.971)
H (-5.269, 2.013, 3.239)
H (-4.305, 3.368, 3.841)
H (-3.153, 1.499, 6.030)
H (-1.775, 0.806, 5.143)
H (-3.249, -0.137, 5.335)
H (-3.545, 2.803, 1.660)
H (-4.130, 1.199, 1.169)
H (-2.517, 1.680, 0.737)
F (4.586, -0.595, 6.130)
C (3.987, -0.198, 4.952)
C (2.760, 0.424, 5.000)
C (2.175, 0.820, 3.787)
C (2.754, 0.632, 2.516)
C (4.003, -0.021, 2.575)
C (4.631, -0.438, 3.759)
H (2.279, 0.588, 5.962)
H (1.194, 1.300, 3.854)
H (4.537, -0.230, 1.646)
H (5.590, -0.951, 3.764)